## a
Density functional theory data (ωB97M-V/def2-TZVPD) for one molecule with the formula C7H7ClS.

Computed properties:
Lowest unoccupied orbital energy = 0.370 eV
Gap between HOMO and LUMO = 7.89 eV
HOMO level = -7.5238 eV
SMILES = C=c1ccs/c1=C(\C)Cl

```
! RIJCOSX wB97M-V def2-TZVPD def2/J DEFGRID3
* xyz 0 1
C -1.612 1.568 -0.677
C -0.320 1.124 -0.593
C 0.855 1.579 -1.370
C 1.867 0.671 -1.305
S 1.719 -0.585 -0.120
C 0.062 -0.064 0.166
C -0.668 -0.893 0.903
C 0.240 -2.170 1.665
Cl -2.306 -0.913 1.155
H -2.420 1.130 -0.186
H -1.906 2.352 -1.214
H 0.825 2.395 -1.944
H 2.711 0.867 -1.948
H -0.497 -2.696 2.166
H 0.659 -2.637 0.794
H 0.791 -1.729 2.509
*
```


## b
Density functional theory data (ωB97M-V/def2-TZVPD) for one molecule with the formula C7H7ClS.

Computed properties:
Lowest unoccupied orbital energy = 0.726 eV
Gap between HOMO and LUMO = 9.64 eV
HOMO level = -8.9139 eV
SMILES = SCc1ccc(Cl)cc1

```
! RIJCOSX wB97M-V def2-TZVPD def2/J DEFGRID3
* xyz 0 1
S -1.893 -2.374 1.285
C -0.365 -2.044 0.388
C -0.078 -0.625 0.059
C -1.006 0.348 -0.116
C -0.813 1.639 -0.450
C 0.522 2.030 -0.717
Cl 0.917 3.666 -1.171
C 1.548 1.064 -0.550
C 1.246 -0.225 -0.219
H -1.393 -1.700 2.393
H 0.701 -2.289 1.025
H -0.444 -2.606 -0.551
H -2.078 0.144 -0.084
H -1.674 2.512 -0.551
H 2.703 1.230 -0.734
H 2.108 -0.769 -0.006
*
```


Which of them is the most stable, and which is the least stable? b and a, in that order.


## a
Density functional theory data (ωB97M-V/def2-TZVPD) for one molecule with the formula C2H7NO.

Computed properties:
Lowest unoccupied orbital energy = 1.055 eV
Gap between HOMO and LUMO = 10.41 eV
HOMO level = -9.3555 eV
SMILES = NCCO

```
! RIJCOSX wB97M-V def2-TZVPD def2/J DEFGRID3
* xyz 0 1
N 1.298 -0.167 -1.043
C 0.211 0.492 -0.303
C -0.635 -0.542 0.439
O -1.500 0.381 1.161
H 2.156 -0.214 -0.455
H 1.483 0.309 -1.847
H -0.403 1.060 -1.013
H 0.600 1.199 0.425
H 0.032 -1.219 1.072
H -1.188 -1.278 -0.228
H -2.054 -0.020 1.792
*
```


## b
Density functional theory data (ωB97M-V/def2-TZVPD) for C2H7NO as an isolated structure.

Computed properties:
Lowest unoccupied orbital energy = -0.130 eV
Gap between HOMO and LUMO = 8.59 eV
HOMO level = -8.7249 eV

```
! RIJCOSX wB97M-V def2-TZVPD def2/J DEFGRID3
* xyz 0 1
C -0.785 0.768 1.374
C -0.448 -0.788 1.335
N -0.214 -0.393 0.015
H -1.087 0.741 2.428
H -0.027 1.576 1.276
H -1.697 1.177 0.911
H -1.378 -1.416 1.400
H 0.207 -0.811 2.187
H 1.570 -0.699 -2.497
H 0.924 0.344 -1.639
O 1.298 0.246 -2.554
*
```


## c
Density functional theory data (ωB97M-V/def2-TZVPD) for a 2-piece molecular cluster, C2H7NO overall.

Computed properties:
Lowest unoccupied orbital energy = 0.954 eV
Gap between HOMO and LUMO = 11.35 eV
HOMO level = -10.3915 eV
SMILES = NC=O.C

```
! RIJCOSX wB97M-V def2-TZVPD def2/J DEFGRID3
* xyz 0 1
N 1.344 0.078 -2.373
C 0.202 0.603 -1.761
O -0.829 0.051 -1.487
H 1.446 0.345 -3.344
H 1.461 -0.905 -2.150
H 0.358 1.707 -1.771
C -0.768 -0.409 2.581
H 0.130 -0.865 2.178
H -0.510 0.506 3.123
H -1.398 -0.233 1.707
H -1.437 -0.877 3.299
*
```


## d
Density functional theory data (ωB97M-V/def2-TZVPD) for a 2-piece molecular cluster, C2H7NO overall.

Computed properties:
Lowest unoccupied orbital energy = 0.921 eV
Gap between HOMO and LUMO = 11.12 eV
HOMO level = -10.2022 eV
SMILES = NC=O.C

```
! RIJCOSX wB97M-V def2-TZVPD def2/J DEFGRID3
* xyz 0 1
N -1.577 -1.849 0.811
C -1.550 -0.637 0.203
O -0.827 -0.358 -0.718
H -2.069 -1.998 1.676
H -0.746 -2.409 0.682
H -2.263 0.091 0.639
C 1.826 1.429 -0.642
H 1.385 1.697 -1.602
H 2.268 2.364 -0.324
H 1.050 1.087 0.037
H 2.503 0.582 -0.762
*
```


Which of them is the most stable, and which is the least stable? d and b, in that order.


## a
Density functional theory data (ωB97M-V/def2-TZVPD) for one molecule with the formula C2H7NO.

Computed properties:
Lowest unoccupied orbital energy = 1.086 eV
Gap between HOMO and LUMO = 10.35 eV
HOMO level = -9.2677 eV
SMILES = CN(C)O

```
! RIJCOSX wB97M-V def2-TZVPD def2/J DEFGRID3
* xyz 0 1
C -0.421 1.183 -0.107
N 0.150 -0.097 -0.528
C -0.288 -1.171 0.362
O 1.580 0.032 -0.285
H -0.059 1.985 -0.758
H -0.161 1.437 0.927
H -1.513 1.163 -0.197
H -1.375 -1.298 0.305
H 0.163 -2.120 0.052
H -0.013 -0.987 1.407
H 1.938 -0.127 -1.179
*
```


## b
Density functional theory data (ωB97M-V/def2-TZVPD) for a 2-piece molecular cluster, C2H7NO overall.

Computed properties:
Lowest unoccupied orbital energy = 0.921 eV
Gap between HOMO and LUMO = 11.14 eV
HOMO level = -10.2220 eV
SMILES = NC=O.C

```
! RIJCOSX wB97M-V def2-TZVPD def2/J DEFGRID3
* xyz 0 1
N 0.118 -0.077 -2.217
C -1.084 -0.629 -1.808
O -1.379 -0.704 -0.653
H 0.359 -0.087 -3.195
H 0.859 -0.097 -1.530
H -1.729 -0.917 -2.645
C 1.729 1.121 3.883
H 2.027 0.081 4.014
H 1.830 1.382 2.831
H 2.569 1.642 4.358
H 0.778 1.398 4.313
*
```


## c
Density functional theory data (ωB97M-V/def2-TZVPD) for a 2-piece molecular cluster, C2H7NO overall.

Computed properties:
Lowest unoccupied orbital energy = 1.000 eV
Gap between HOMO and LUMO = 11.16 eV
HOMO level = -10.1630 eV
SMILES = C=N.CO

```
! RIJCOSX wB97M-V def2-TZVPD def2/J DEFGRID3
* xyz 0 1
C 2.323 1.044 1.700
N 1.271 0.345 1.641
H 2.237 2.097 1.418
H 3.312 0.688 1.989
H 1.474 -0.580 2.029
C -2.005 -0.890 -1.512
O -1.288 0.318 -1.771
H -1.481 -1.731 -1.963
H -2.227 -1.022 -0.457
H -2.962 -0.755 -2.010
H -0.654 0.487 -1.065
*
```


## d
Density functional theory data (ωB97M-V/def2-TZVPD) for a 2-piece molecular cluster, C2H7NO overall.

Computed properties:
Lowest unoccupied orbital energy = 0.997 eV
Gap between HOMO and LUMO = 9.09 eV
HOMO level = -8.0902 eV
SMILES = C=CN.O

```
! RIJCOSX wB97M-V def2-TZVPD def2/J DEFGRID3
* xyz 0 1
C 1.257 -0.372 0.827
C 1.086 0.871 0.378
N 2.095 1.777 0.114
H 2.266 -0.710 1.041
H 0.437 -1.077 0.914
H 0.075 1.206 0.167
H 3.033 1.449 0.016
H 1.913 2.756 0.212
O -3.587 -1.831 -1.121
H -4.106 -1.711 -0.321
H -3.474 -2.785 -1.226
*
```


Which of them is the most stable, and which is the least stable? b and a, in that order.


## a
Density functional theory data (ωB97M-V/def2-TZVPD) for an isolated ion of composition CH3O2S2 and charge -1.

Computed properties:
Lowest unoccupied orbital energy = 3.462 eV
Gap between HOMO and LUMO = 6.74 eV
HOMO level = -3.2754 eV

```
! RIJCOSX wB97M-V def2-TZVPD def2/J DEFGRID3
* xyz -1 1
C -0.417 0.444 -0.462
O 2.129 -0.284 -0.800
O 0.795 -1.967 0.463
S -0.999 1.216 1.130
S 1.192 -0.550 0.344
H -1.273 0.024 -0.995
H 0.143 1.113 -1.027
H -1.570 0.004 1.348
*
```


## b
Density functional theory data (ωB97M-V/def2-TZVPD) for a 2-piece molecular cluster, CH3O2S2 overall.

Computed properties:
Lowest unoccupied orbital energy (alpha / beta) = 2.962 / 3.097 eV
Gap between HOMO and LUMO (alpha / beta) = 6.91 / 6.86 eV
HOMO level (alpha / beta) = -3.9521 / -3.7669 eV

```
! RIJCOSX wB97M-V def2-TZVPD def2/J DEFGRID3
* xyz -1 1
C -1.577 -1.127 -0.420
O 0.719 1.932 1.228
O 1.905 1.697 -0.931
S 2.435 -0.349 1.098
S 1.232 1.060 0.183
H -0.959 -0.320 -0.046
H -1.152 -1.835 -1.040
H -2.603 -1.059 -0.071
*
```


Which of them is the most stable, and which is the least stable? a and b, in that order.


## a
Density functional theory data (ωB97M-V/def2-TZVPD) for one molecule with the formula C4H2O.

Computed properties:
Lowest unoccupied orbital energy = -1.947 eV
Gap between HOMO and LUMO = 8.07 eV
HOMO level = -10.0204 eV

```
! RIJCOSX wB97M-V def2-TZVPD def2/J DEFGRID3
* xyz 0 1
C -0.309 -1.192 0.737
C -0.803 -2.390 0.869
C 0.480 0.685 -0.823
C -0.031 0.083 0.598
O -0.404 0.916 -1.590
H -0.362 0.764 1.410
H 1.430 1.134 -1.201
*
```


## b
Density functional theory data (ωB97M-V/def2-TZVPD) for a 2-piece molecular cluster, C4H2O overall.

Computed properties:
Lowest unoccupied orbital energy (alpha / beta) = -2.790 / -2.796 eV
Gap between HOMO and LUMO (alpha / beta) = 6.95 / 6.95 eV
HOMO level (alpha / beta) = -9.7404 / -9.7486 eV

```
! RIJCOSX wB97M-V def2-TZVPD def2/J DEFGRID3
* xyz 0 1
C -1.607 0.061 -0.071
C -2.876 0.240 -0.030
C 0.967 -0.449 0.224
C -0.357 -0.204 -0.143
O 1.837 -1.211 -0.090
H 1.101 0.248 1.105
H 0.936 1.314 -0.995
*
```


Which of them is the most stable, and which is the least stable? a and b, in that order.


## a
Density functional theory data (ωB97M-V/def2-TZVPD) for a 2-piece molecular cluster, CH6S3 overall.

Computed properties:
Lowest unoccupied orbital energy = 0.516 eV
Gap between HOMO and LUMO = 9.48 eV
HOMO level = -8.9637 eV
SMILES = CSS.S

```
! RIJCOSX wB97M-V def2-TZVPD def2/J DEFGRID3
* xyz 0 1
C -1.828 1.244 -0.124
S -0.733 0.368 -1.265
S -0.858 -1.512 -0.370
H -1.309 2.217 0.153
H -2.729 1.512 -0.758
H -2.305 0.719 0.925
H 0.269 -1.377 0.429
S 2.789 -1.335 -0.152
H 3.457 -0.138 0.130
H 3.247 -1.697 1.032
*
```


## b
Density functional theory data (ωB97M-V/def2-TZVPD) for a 2-piece molecular cluster, CH6S3 overall.

Computed properties:
Lowest unoccupied orbital energy = 0.564 eV
Gap between HOMO and LUMO = 9.58 eV
HOMO level = -9.0112 eV
SMILES = CS.SS

```
! RIJCOSX wB97M-V def2-TZVPD def2/J DEFGRID3
* xyz 0 1
C -0.121 -0.435 2.261
S 0.533 0.566 0.907
H -0.806 -1.207 1.924
H 0.701 -0.940 2.772
H -0.565 0.159 3.057
H -0.276 1.622 0.991
S 1.158 0.155 -2.759
S -0.466 0.362 -3.901
H 1.175 -1.109 -2.290
H -1.334 0.827 -2.963
*
```


## c
Density functional theory data (ωB97M-V/def2-TZVPD) for a 2-piece molecular cluster, CH6S3 overall.

Computed properties:
Lowest unoccupied orbital energy = 0.400 eV
Gap between HOMO and LUMO = 9.54 eV
HOMO level = -9.1416 eV
SMILES = CS.SS

```
! RIJCOSX wB97M-V def2-TZVPD def2/J DEFGRID3
* xyz 0 1
C -2.633 1.403 2.294
S -1.181 0.493 1.671
H -2.448 2.468 2.274
H -3.437 1.026 1.633
H -2.769 1.134 3.347
H -0.200 1.039 2.360
S 0.562 -1.317 -1.203
S 2.069 -0.056 -1.808
H -0.649 -0.749 -1.280
H 2.100 0.751 -0.645
*
```


Which of them is the most stable, and which is the least stable? b and a, in that order.


## a
Density functional theory data (ωB97M-V/def2-TZVPD) for a 5-piece molecular cluster, C3H16O5 overall.

Computed properties:
Lowest unoccupied orbital energy = 0.093 eV
Gap between HOMO and LUMO = 10.21 eV
HOMO level = -10.1207 eV
SMILES = CC(C)O.O.O.O.O

```
! RIJCOSX wB97M-V def2-TZVPD def2/J DEFGRID3
* xyz 0 1
C -0.909 1.171 -2.672
C -0.231 0.776 -1.374
C -0.348 1.874 -0.310
O 1.172 0.612 -1.666
H -0.706 0.466 -3.477
H -0.581 2.172 -2.933
H -2.003 1.199 -2.614
H -0.624 -0.112 -0.902
H -1.166 1.571 0.355
H -0.650 2.863 -0.649
H 0.520 1.880 0.344
H 1.295 -0.320 -1.696
O -0.442 -2.574 -1.125
H -0.696 -1.902 -0.500
H 0.041 -3.197 -0.575
O 2.627 -0.710 1.470
H 2.900 -0.919 2.372
H 2.745 -1.571 1.055
O -0.274 -2.129 2.053
H 0.011 -2.161 2.971
H -1.005 -1.503 2.084
O -0.559 1.014 2.958
H 0.125 0.497 2.531
H -1.242 1.001 2.300
*
```


## b
Density functional theory data (ωB97M-V/def2-TZVPD) for a 6-piece molecular cluster, C3H16O5 overall.

Computed properties:
Lowest unoccupied orbital energy = 0.398 eV
Gap between HOMO and LUMO = 10.00 eV
HOMO level = -9.6061 eV
SMILES = C=CC.O.O.O.O.O

```
! RIJCOSX wB97M-V def2-TZVPD def2/J DEFGRID3
* xyz 0 1
C 0.443 -2.542 -0.705
C 0.600 -1.240 -0.678
C 0.829 -0.224 -1.763
H 0.338 -3.172 0.190
H 0.501 -3.266 -1.509
H 0.793 -0.779 0.290
H -0.021 0.453 -1.967
H 1.696 0.437 -1.512
H 1.046 -0.705 -2.719
O 0.389 2.267 2.329
H 1.246 2.072 1.907
H 0.757 2.871 2.998
O -5.237 0.182 -1.959
H -4.678 -0.142 -1.242
H -6.089 0.000 -1.540
O 3.384 1.804 1.952
H 4.004 1.913 1.219
H 3.758 1.084 2.471
O -4.279 -1.076 0.692
H -3.856 -0.992 1.556
H -5.209 -1.189 0.913
O 4.050 0.130 -0.611
H 3.760 -0.560 -0.002
H 4.451 -0.377 -1.327
*
```


Which of them is the most stable, and which is the least stable? a and b, in that order.


## a
Density functional theory data (ωB97M-V/def2-TZVPD) for one molecule with the formula C5H7NOS.

Computed properties:
Lowest unoccupied orbital energy = 0.838 eV
Gap between HOMO and LUMO = 9.33 eV
HOMO level = -8.4933 eV
SMILES = CS[C@@H]1C=CNC1=O

```
! RIJCOSX wB97M-V def2-TZVPD def2/J DEFGRID3
* xyz 0 1
C 2.523 0.393 0.305
S 1.308 -0.849 -0.450
C -0.016 -0.447 0.422
C -1.117 -1.336 0.274
C -2.184 -0.670 -0.048
N -2.043 0.707 -0.137
C -0.639 0.992 0.085
O 0.093 2.007 -0.103
H 2.932 0.032 1.279
H 3.149 0.029 -0.432
H 2.187 1.444 0.337
H 0.071 -0.289 1.585
H -1.270 -2.349 0.736
H -3.135 -1.192 -0.319
H -2.712 1.318 -0.438
*
```


## b
Density functional theory data (ωB97M-V/def2-TZVPD) for one molecule with the formula C5H7NOS.

Computed properties:
Lowest unoccupied orbital energy = 0.609 eV
Gap between HOMO and LUMO = 8.96 eV
HOMO level = -8.3513 eV
SMILES = O[C@@H]1[C@@H]2C=NS[C@H]1C2

```
! RIJCOSX wB97M-V def2-TZVPD def2/J DEFGRID3
* xyz 0 1
O 1.188 -1.551 0.621
C 1.289 -0.441 -0.197
C 0.977 0.987 0.349
C -0.186 0.914 1.296
N -1.285 0.297 1.072
S -1.460 -0.551 -0.377
C 0.127 -0.213 -1.183
C 0.457 1.290 -1.077
H 1.949 -1.592 1.223
H 2.240 -0.415 -0.744
H 1.810 1.584 0.751
H -0.142 1.454 2.258
H 0.121 -0.723 -2.145
H -0.367 2.010 -1.151
H 1.260 1.596 -1.756
*
```


Which of them is the most stable, and which is the least stable? b and a, in that order.